No. 1
This record from the OMol25 dataset describes a structure of composition C30H29F40NO9S. The level of theory is ωB97M-V/def2-TZVPD.

Geometry as XYZ:
```
110
Properties=species:S:1:pos:R:3:lowdin_charge:R:1
C 4.2042 0.6093 -0.7918 -0.0308
C 2.9643 1.2742 -1.3200 -0.3919
N 2.8999 1.5954 -2.5457 0.1626
C 1.8709 1.5580 -0.3045 -0.0668
C 0.6812 0.6072 -0.3851 -0.2502
C 0.0749 0.3500 -1.7844 -0.1111
O -1.3493 0.4799 -1.6255 -0.1927
S -1.5902 1.6319 -0.5573 0.5718
O -2.8242 1.3866 0.0956 -0.2158
O -1.3079 2.8884 -1.1567 -0.2026
O -0.4143 1.2013 0.3879 -0.1815
H 3.9847 -0.3429 -0.3045 0.0929
H 4.9241 0.4662 -1.5901 0.0634
H 4.6456 1.2594 -0.0343 0.0832
H 2.0553 2.1340 -2.7418 0.0667
H 1.5058 2.5793 -0.4217 0.1370
H 2.2862 1.4445 0.6956 0.1269
H 0.8599 -0.3194 0.1536 0.1498
H 0.4111 1.0614 -2.5336 0.1119
H 0.2703 -0.6519 -2.1526 0.1412
C 6.8243 5.9045 -4.0420 -0.0390
C 8.2086 5.3682 -4.4281 -0.4393
C 8.4869 5.1021 -5.9130 -0.3066
F 7.6629 4.1496 -6.3934 0.0971
F 9.7582 4.6654 -6.0414 0.1012
F 8.5121 4.2722 -3.7018 0.1276
F 9.0908 6.3530 -4.0854 0.1035
O 5.8775 4.9655 -3.5716 0.0497
C 5.0335 4.2879 -4.4050 -0.5436
C 5.2218 2.7692 -4.2845 -0.3013
F 6.5082 2.4417 -4.5805 0.0776
F 4.4256 2.1562 -5.1768 0.1050
F 5.1306 4.7051 -5.6784 0.1536
F 3.7669 4.5412 -3.9945 0.1375
H 7.0161 6.5458 -3.1830 0.1509
H 6.4197 6.5312 -4.8375 0.1489
H 8.3643 6.0184 -6.4959 0.1737
H 4.9785 2.4374 -3.2755 0.1323
C -3.5395 -1.6647 1.7211 -0.0419
C -2.1145 -2.1020 1.3726 -0.4272
C -1.8493 -2.5154 -0.0784 -0.2932
F -2.5389 -3.6244 -0.3995 0.1076
F -0.5229 -2.7847 -0.2176 0.0877
F -1.6687 -3.0519 2.2162 0.1469
F -1.3439 -0.9857 1.5595 0.0934
O -4.3718 -2.6205 2.3481 0.0639
C -5.1427 -3.4873 1.6435 -0.5462
C -4.7883 -4.9539 1.9389 -0.2822
F -3.5006 -5.1969 1.6338 0.1061
F -5.5709 -5.7461 1.1701 0.0958
F -5.1274 -3.2424 0.3214 0.1539
F -6.4284 -3.3330 2.0589 0.1296
H -3.4043 -0.8916 2.4748 0.1328
H -4.0239 -1.1923 0.8661 0.1473
H -2.1107 -1.7020 -0.7600 0.1596
H -4.9668 -5.1753 2.9925 0.1761
C -9.1632 -5.1075 0.6943 -0.0449
C -10.4662 -4.3096 0.5737 -0.4407
C -11.5101 -4.4676 1.6859 -0.3067
F -11.9581 -5.7375 1.7447 0.0962
F -12.5594 -3.6616 1.4125 0.0992
F -11.0422 -4.5219 -0.6253 0.1400
F -10.0948 -2.9938 0.6343 0.0985
O -9.0767 -6.3147 -0.0370 0.0557
C -9.4892 -7.5085 0.4709 -0.5479
C -10.6055 -8.1409 -0.3773 -0.2864
F -11.6667 -7.3159 -0.4513 0.1021
F -10.9976 -9.2917 0.2126 0.0993
F -9.8485 -7.4226 1.7638 0.1516
F -8.4414 -8.3676 0.4027 0.1378
H -8.4097 -4.4661 0.2396 0.1438
H -8.8811 -5.2403 1.7393 0.1463
H -11.0875 -4.1834 2.6529 0.1728
H -10.2328 -8.3518 -1.3810 0.1744
C -4.1876 2.2859 3.7253 -0.0343
C -5.1945 1.1606 3.9988 -0.4367
C -6.5436 1.5302 4.6260 -0.3050
F -6.3700 2.0543 5.8548 0.0990
F -7.2856 0.4078 4.7438 0.1014
F -4.6139 0.1695 4.7049 0.1374
F -5.5090 0.6591 2.7643 0.0948
O -3.1637 2.4703 4.6826 0.0547
C -3.3086 3.2907 5.7613 -0.5473
C -3.1465 2.5290 7.0878 -0.2867
F -4.0513 1.5357 7.1735 0.1022
F -3.3547 3.3891 8.1079 0.1016
F -4.4616 3.9803 5.7314 0.1532
F -2.2982 4.1946 5.7265 0.1391
H -3.6624 1.9681 2.8244 0.1385
H -4.7027 3.2177 3.4892 0.1510
H -7.0775 2.2446 3.9943 0.1741
H -2.1391 2.1150 7.1562 0.1745
C 9.7748 0.1176 -2.3708 -0.0368
C 8.5818 0.3775 -1.4438 -0.4344
C 8.1006 1.8233 -1.3070 -0.2982
F 9.0537 2.5976 -0.7561 0.1049
F 7.0187 1.8443 -0.4837 0.0821
F 8.7926 -0.1604 -0.2273 0.1418
F 7.5236 -0.2836 -2.0155 0.0903
O 11.0431 -0.0004 -1.7592 0.0545
C 11.8527 1.0759 -1.5426 -0.5473
C 12.1708 1.2609 -0.0490 -0.2860
F 11.0362 1.4222 0.6583 0.1012
F 12.9290 2.3689 0.0976 0.1014
F 11.3647 2.2034 -2.0830 0.1553
F 13.0408 0.8203 -2.1450 0.1396
H 9.5821 -0.8701 -2.7869 0.1510
H 9.7807 0.8290 -3.1978 0.1506
H 7.8148 2.2255 -2.2778 0.1502
H 12.7148 0.3915 0.3241 0.1746
```

Properties
**Frontier orbital gap**: 0.405 Ha
**Molar mass**: 1339.55 Da
**Highest occupied orbital energy**: -10.777 eV

***

No. 2
This record from the OMol25 dataset describes a structure of composition C30H29F5N7O3SV. The level of theory is ωB97M-V/def2-TZVPD.

Geometry as XYZ:
```
76
Properties=species:S:1:pos:R:3:lowdin_spin:R:1
V 1.1285 0.0097 0.1003 2.7386
C -3.0011 -4.8897 2.2289 0.0001
C -2.1816 -3.7520 2.8296 0.0002
N -1.0529 -3.3667 2.0219 0.0006
C -1.1134 -2.5626 0.9106 0.0007
S -2.5162 -1.6104 0.6064 0.0076
N -0.0621 -2.6801 0.1357 0.0000
N 0.1176 -1.6507 -0.7559 -0.0007
C 0.1230 -1.9541 -1.9982 0.0436
C -0.0880 -3.3584 -2.4733 0.0064
C 0.2391 -0.8322 -2.9535 0.0110
C 0.0453 -1.0537 -4.3188 0.0045
C 0.0366 0.0153 -5.1933 0.0056
C 0.2339 1.2861 -4.6836 0.0071
C 0.4335 1.4133 -3.3201 0.0059
N 0.4313 0.4026 -2.4599 0.0249
H -3.8339 -5.1599 2.8829 0.0000
H -3.4046 -4.5775 1.2653 0.0001
H -2.3830 -5.7767 2.0755 0.0000
H -2.8140 -2.8727 2.9589 0.0001
H -1.8009 -4.0345 3.8149 0.0000
H -0.1878 -3.8783 2.1090 -0.0002
H 0.2718 -4.0363 -1.7023 0.0006
H -1.1509 -3.5663 -2.6208 0.0030
H 0.4419 -3.5524 -3.4043 0.0003
H -0.1183 -2.0545 -4.6861 0.0003
H -0.1229 -0.1443 -6.2522 0.0002
H 0.2442 2.1638 -5.3151 0.0004
H 0.6269 2.3937 -2.9080 0.0002
C 0.6373 3.6110 2.7396 0.0015
C 0.5550 3.2148 1.2871 0.0095
O 1.1456 2.2363 0.8506 0.0189
N -0.1696 4.0398 0.4929 0.0045
C -0.1508 3.9046 -0.9418 0.0004
C -1.4100 3.3168 -1.5205 0.0005
C -2.1126 3.9264 -2.5491 0.0002
C -3.1993 3.2552 -3.0935 0.0004
C -3.5414 2.0128 -2.5904 0.0001
C -2.7888 1.4888 -1.5433 0.0006
N -1.7521 2.1306 -1.0207 0.0037
H 1.0020 2.7637 3.3123 0.0000
H -0.3362 3.9162 3.1246 0.0004
H 1.3388 4.4408 2.8454 0.0003
H -0.7111 4.7672 0.9268 0.0002
H 0.6691 3.2163 -1.1430 0.0001
H 0.0933 4.8615 -1.4099 0.0001
H -1.8024 4.8925 -2.9270 0.0000
H -3.7656 3.6977 -3.9038 0.0000
H -4.3729 1.4513 -2.9931 0.0000
H -3.0002 0.5147 -1.1113 -0.0001
O 2.8304 -2.4988 2.8908 0.0143
C 2.2374 -1.6507 2.2269 0.0092
O 2.3554 -1.3704 1.0029 0.0177
C 1.1800 -0.8176 2.9656 0.0135
C 1.1665 -0.8349 4.3825 -0.0013
C 0.2126 -0.1243 5.0365 0.0088
C -0.7569 0.5910 4.2871 -0.0001
C -1.7942 1.3401 4.8923 0.0018
C -2.7046 2.0100 4.1236 -0.0014
C -2.6179 1.9541 2.7156 0.0026
C -1.6289 1.2352 2.1056 0.0031
C -0.6705 0.5488 2.8820 0.0059
N 0.3254 -0.1388 2.2417 0.0068
H 1.9237 -1.4283 4.8732 -0.0003
H 0.1686 -0.0985 6.1200 0.0006
H -1.8527 1.3656 5.9743 0.0001
H -3.5027 2.5735 4.5915 -0.0001
H -3.3537 2.4706 2.1107 0.0002
H -1.5590 1.1724 1.0261 0.0041
F 3.8595 0.9600 0.2937 0.0017
C 3.1391 0.5700 -0.8522 0.0015
F 3.8586 -0.5119 -1.3595 0.0063
C 3.5180 1.6838 -1.8367 0.0014
F 4.8156 2.0539 -1.8057 0.0001
F 3.2626 1.3328 -3.1140 0.0006
F 2.8098 2.8210 -1.6066 0.0005
```

Properties
**Total charge**: -1
**ΔE to the lowest compared entry with this formula, charge and spin**: 1.326 eV
**Frontier orbital gap (spin up / spin down)**: 0.215 / 0.237 Ha
**Molar mass**: 713.61 Da
**Highest occupied orbital energy (spin up / spin down)**: -3.618 / -4.226 eV
**Spin multiplicity**: 4

***

No. 3
This record from the OMol25 dataset describes a structure of composition C30H29N4RhTe. The level of theory is ωB97M-V/def2-TZVPD.

Geometry as XYZ:
```
65
Properties=species:S:1:pos:R:3:lowdin_charge:R:1
Rh 0.9946 0.5077 -0.9065 0.8247
C -2.5129 1.9367 -3.0747 -0.0131
C -2.2060 1.5312 -4.3629 0.0023
C -1.0054 0.8797 -4.6028 0.0339
C -0.1420 0.6449 -3.5474 -0.1943
N -0.4573 1.0363 -2.2859 -0.0272
C -1.6128 1.6631 -2.0620 -0.1082
C 1.1767 0.0026 -3.7036 -0.1942
C 1.7599 -0.4430 -4.8789 0.0447
C 3.0287 -1.0030 -4.8150 0.0125
C 3.7045 -1.1122 -3.6072 0.0440
C 3.0779 -0.6522 -2.4594 -0.1997
N 1.8523 -0.1176 -2.5529 -0.0807
C 3.6085 -0.6631 -1.0827 -0.2036
C 4.8534 -1.1674 -0.7485 0.0330
C 5.2718 -1.1186 0.5720 0.0011
C 4.4345 -0.5667 1.5279 -0.0034
C 3.2018 -0.0840 1.1312 -0.0978
N 2.7966 -0.1211 -0.1390 -0.0510
H -3.4353 2.4514 -2.8492 0.1283
H -2.8890 1.7213 -5.1794 0.1313
H -0.7516 0.5679 -5.6053 0.1250
H -1.8083 1.9491 -1.0374 0.1168
H 1.2493 -0.3581 -5.8262 0.1268
H 3.5002 -1.3557 -5.7221 0.1333
H 4.6930 -1.5449 -3.5728 0.1268
H 5.4968 -1.5958 -1.5031 0.1255
H 6.2408 -1.5119 0.8465 0.1314
H 4.7215 -0.5148 2.5678 0.1270
H 2.5068 0.3446 1.8405 0.1136
C -0.7167 4.0906 4.0834 -0.0166
C -0.3593 3.2024 2.9355 -0.2307
C 0.7463 3.4510 2.1247 0.0078
C 1.0347 2.6004 1.0803 -0.1258
N 0.2939 1.5164 0.7839 -0.0942
C -0.7781 1.2778 1.5511 -0.0943
C -1.1230 2.0831 2.6174 0.0172
H -0.0187 4.9181 4.1843 0.0886
H -0.7191 3.5233 5.0149 0.1007
H -1.7192 4.4984 3.9491 0.1009
H 1.3856 4.3048 2.3018 0.1285
H 1.8978 2.7849 0.4482 0.1164
H -1.3692 0.4162 1.2967 0.0911
H -1.9998 1.8266 3.1975 0.1321
C -4.3932 -2.0752 3.5276 -0.0277
C -3.2995 -2.0293 2.5048 -0.2380
C -1.9958 -2.4007 2.8209 0.0014
C -0.9749 -2.3757 1.8816 -0.3218
C 0.4064 -2.7761 2.3292 -0.0872
C -1.2637 -1.9575 0.5666 -0.5376
Te 0.2329 -2.0568 -0.8787 1.2777
C -2.5774 -1.5701 0.2284 -0.3263
C -2.9955 -1.0882 -1.1347 -0.0789
C -3.5644 -1.6170 1.2023 -0.0088
H -4.0248 -2.4173 4.4926 0.0835
H -5.1859 -2.7525 3.2077 0.0964
H -4.8427 -1.0902 3.6625 0.0905
H -1.7750 -2.7319 3.8285 0.1241
H 0.3910 -3.0558 3.3809 0.0848
H 1.1202 -1.9563 2.2031 0.0529
H 0.7947 -3.6214 1.7615 0.0688
H -2.1721 -1.0331 -1.8412 -0.0007
H -3.4617 -0.1036 -1.0561 0.0805
H -3.7467 -1.7602 -1.5521 0.1016
H -4.5758 -1.3318 0.9353 0.1342
```

Properties
**Total charge**: +2
**ΔE to the lowest compared entry with this formula, charge and spin**: 0.000 eV
**Frontier orbital gap**: 0.224 Ha
**Molar mass**: 676.10 Da
**Highest occupied orbital energy**: -13.234 eV